(1)
{"formula": "C33H41MnN7O4P2S3", "method": "ωB97M-V with the def2-TZVPD basis set", "symbols": ["Mn", "C", "P", "C", "C", "C", "C", "C", "C", "C", "P", "C", "C", "H", "H", "H", "H", "H", "H", "H", "H", "H", "H", "H", "H", "H", "H", "H", "H", "N", "C", "C", "C", "C", "C", "C", "N", "C", "C", "C", "S", "C", "N", "H", "H", "H", "H", "H", "H", "H", "C", "C", "S", "O", "O", "C", "C", "N", "C", "N", "C", "C", "N", "O", "O", "C", "H", "H", "H", "H", "H", "H", "H", "H", "H", "H", "H", "H", "H", "S", "C", "N", "C", "C", "C", "C", "H", "H", "H", "H", "H"], "xyz": [[0.826, -0.618, 0.346], [3.977, 1.636, 0.273], [3.458, -0.097, 0.551], [4.845, -1.000, -0.217], [3.646, -0.313, 2.353], [4.795, -0.865, 2.910], [4.907, -1.042, 4.281], [3.870, -0.657, 5.114], [2.719, -0.105, 4.573], [2.585, 0.068, 3.198], [1.033, 0.733, 2.495], [-0.241, 0.370, 3.746], [1.157, 2.560, 2.588], [5.053, 1.728, 0.426], [3.476, 2.294, 0.980], [3.729, 1.958, -0.739], [5.806, -0.622, 0.134], [4.794, -0.838, -1.295], [4.789, -2.070, -0.030], [5.618, -1.166, 2.277], [5.807, -1.475, 4.696], [3.954, -0.786, 6.184], [1.921, 0.188, 5.242], [-0.077, 0.936, 4.663], [-0.253, -0.696, 3.975], [-1.213, 0.653, 3.338], [1.847, 2.854, 3.378], [0.170, 2.959, 2.821], [1.480, 2.994, 1.644], [-0.830, -4.076, 2.105], [0.443, -4.630, 2.134], [0.916, -5.851, 2.599], [2.271, -6.074, 2.461], [3.122, -5.118, 1.883], [2.642, -3.910, 1.424], [1.277, -3.672, 1.553], [0.512, -2.570, 1.182], [-0.730, -2.860, 1.534], [-1.817, -1.922, 1.294], [-3.135, -2.020, 1.619], [-3.964, -0.631, 1.078], [-2.510, -0.005, 0.458], [-1.466, -0.764, 0.639], [-1.674, -4.507, 2.441], [0.264, -6.588, 3.046], [2.689, -7.009, 2.806], [4.176, -5.340, 1.801], [3.296, -3.169, 0.986], [-3.651, -2.816, 2.128], [-2.484, 0.931, -0.079], [-1.009, -4.040, -7.589], [-0.076, -2.837, -7.592], [0.486, -2.504, -5.940], [1.267, -3.629, -5.475], [-0.622, -2.061, -5.128], [1.611, -1.115, -6.116], [2.559, -1.011, -4.926], [1.931, -0.411, -3.742], [1.535, -1.079, -2.638], [0.950, -0.256, -1.770], [0.972, 0.994, -2.322], [1.577, 0.910, -3.532], [1.829, 1.998, -4.435], [2.288, 1.735, -5.532], [1.527, 3.099, -4.033], [1.718, -2.535, -2.410], [-1.278, -4.286, -8.615], [-1.921, -3.822, -7.036], [-0.522, -4.906, -7.144], [-0.577, -1.931, -7.935], [0.813, -3.011, -8.197], [1.001, -0.220, -6.217], [2.184, -1.253, -7.032], [3.416, -0.403, -5.201], [2.901, -2.003, -4.635], [0.526, 1.861, -1.867], [2.766, -2.827, -2.496], [1.155, -3.119, -3.137], [1.366, -2.787, -1.410], [-2.292, 0.310, -2.916], [-3.239, -0.660, -3.912], [-3.978, -0.081, -4.900], [-4.774, -0.745, -5.772], [-4.883, -2.097, -5.700], [-4.143, -2.764, -4.699], [-3.348, -2.071, -3.835], [-3.905, 0.926, -4.961], [-5.296, -0.136, -6.495], [-5.521, -2.630, -6.387], [-4.206, -3.842, -4.622], [-2.762, -2.573, -3.080]], "forces_ev_per_a": [[-0.16, -0.02, -0.29], [-0.01, -0.02, -0.01], [-0.01, -0.07, 0.13], [-0.01, 0.01, 0.00], [-0.01, 0.02, -0.03], [0.03, 0.00, 0.00], [0.01, 0.00, -0.01], [-0.02, 0.01, 0.01], [0.01, 0.01, 0.01], [-0.01, 0.02, -0.02], [0.10, 0.10, 0.19], [0.01, -0.02, 0.00], [-0.02, -0.03, 0.01], [-0.01, 0.02, 0.01], [-0.03, 0.02, -0.01], [0.00, -0.02, -0.02], [0.00, -0.01, -0.01], [-0.01, 0.01, 0.01], [0.00, -0.01, -0.01], [0.01, 0.00, -0.01], [0.01, -0.01, 0.00], [0.00, 0.00, 0.01], [-0.02, 0.00, 0.01], [-0.02, -0.02, -0.01], [0.01, 0.00, -0.01], [0.01, 0.00, 0.00], [-0.02, 0.01, 0.01], [-0.01, 0.00, -0.03], [0.04, -0.01, 0.01], [0.05, 0.13, -0.03], [0.08, -0.03, -0.02], [0.02, 0.02, 0.00], [0.00, 0.00, 0.00], [0.00, -0.02, 0.01], [-0.01, 0.00, 0.00], [0.01, -0.07, 0.05], [-0.06, -0.07, 0.08], [-0.03, 0.00, -0.03], [-0.12, -0.03, 0.06], [0.08, 0.04, -0.06], [0.04, -0.03, -0.02], [0.00, 0.00, -0.10], [0.05, 0.07, 0.00], [-0.01, 0.00, -0.01], [-0.01, -0.01, 0.00], [0.01, -0.01, 0.00], [0.02, 0.00, 0.00], [0.00, 0.00, 0.00], [-0.02, -0.04, 0.03], [0.00, 0.04, 0.02], [-0.01, 0.00, 0.03], [-0.02, 0.08, 0.02], [0.13, -0.01, 0.05], [0.01, 0.03, -0.03], [0.00, -0.03, 0.01], [-0.11, 0.02, -0.01], [-0.06, -0.03, 0.00], [-0.13, 0.02, 0.12], [-0.12, 0.01, -0.12], [0.22, 0.04, 0.14], [-0.06, -0.05, -0.16], [0.04, 0.00, 0.10], [-0.32, 0.01, -0.11], [0.10, 0.03, 0.09], [0.12, -0.04, -0.01], [0.03, -0.02, 0.00], [-0.01, 0.01, 0.00], [-0.01, 0.00, 0.02], [0.00, -0.02, -0.01], [0.02, 0.03, -0.02], [0.03, -0.02, 0.01], [0.01, 0.01, -0.08], [0.06, -0.07, 0.01], [-0.02, -0.01, 0.00], [0.03, 0.02, -0.04], [0.07, 0.03, 0.02], [0.02, 0.00, 0.02], [-0.01, -0.01, -0.01], [0.01, -0.01, -0.02], [0.05, 0.03, 0.08], [-0.02, 0.01, 0.00], [0.03, 0.02, 0.01], [-0.05, -0.10, -0.04], [0.02, 0.06, 0.00], [-0.03, 0.02, -0.03], [-0.01, 0.00, 0.03], [0.00, 0.01, 0.01], [-0.01, -0.01, 0.00], [-0.01, 0.00, -0.01], [-0.01, -0.01, 0.00], [0.00, 0.01, -0.01]], "de_lowest_kcal_mol": 6.1, "e_lumo_ha": [-0.17975, -0.18331], "total_energy_ev": -135899.3064, "multiplicity": 6, "total_charge": 2, "max_force_ev_per_a": 0.34, "s2": 8.7553}


(2)
{"formula": "C22H22N4O4S", "method": "ωB97M-V with the def2-TZVPD basis set", "symbols": ["C", "O", "C", "C", "N", "C", "S", "C", "C", "O", "N", "C", "C", "C", "C", "C", "C", "O", "C", "N", "C", "C", "N", "C", "C", "C", "C", "C", "C", "C", "O", "H", "H", "H", "H", "H", "H", "H", "H", "H", "H", "H", "H", "H", "H", "H", "H", "H", "H", "H", "H", "H", "H"], "xyz": [[2.913, -0.863, 4.057], [1.858, -1.452, 4.775], [1.352, -2.651, 4.239], [0.151, -2.462, 3.297], [0.512, -1.807, 2.054], [0.271, -0.481, 1.839], [-0.524, 0.432, 3.111], [-0.360, 2.138, 2.491], [-1.523, 2.599, 1.613], [-2.285, 3.463, 1.988], [-1.560, 1.959, 0.425], [-2.465, 2.132, -0.626], [-3.331, 3.210, -0.715], [-4.178, 3.337, -1.804], [-4.158, 2.393, -2.810], [-3.302, 1.303, -2.731], [-2.459, 1.156, -1.642], [-1.600, 0.101, -1.453], [-1.570, -0.912, -2.426], [0.588, 0.163, 0.760], [1.190, -0.548, -0.222], [1.472, -1.905, -0.091], [2.055, -2.363, -1.244], [2.147, -1.323, -2.126], [2.640, -1.298, -3.426], [2.583, -0.102, -4.108], [2.051, 1.052, -3.525], [1.565, 1.043, -2.237], [1.612, -0.154, -1.524], [1.138, -2.630, 1.094], [1.332, -3.813, 1.316], [3.733, -1.575, 3.902], [2.599, -0.474, 3.083], [3.267, -0.034, 4.669], [1.007, -3.241, 5.093], [2.137, -3.211, 3.716], [-0.624, -1.881, 3.797], [-0.232, -3.454, 3.041], [0.585, 2.192, 1.951], [-0.332, 2.759, 3.386], [-0.852, 1.238, 0.267], [-3.338, 3.941, 0.075], [-4.849, 4.180, -1.862], [-4.809, 2.490, -3.665], [-3.305, 0.574, -3.526], [-1.204, -0.536, -3.386], [-0.877, -1.663, -2.050], [-2.555, -1.369, -2.560], [2.359, -3.311, -1.392], [3.048, -2.187, -3.882], [2.956, -0.052, -5.120], [2.023, 1.964, -4.101], [1.149, 1.929, -1.783]], "forces_ev_per_a": [[0.13, 0.06, -0.05], [-0.25, 0.00, 0.07], [-0.19, -0.11, -0.10], [0.26, -0.32, 0.63], [0.05, 0.09, -0.27], [0.02, 0.67, -0.32], [-0.11, 0.21, 0.38], [-0.09, -0.27, 0.07], [0.40, -0.16, 0.20], [-0.18, 0.21, 0.11], [0.09, -0.36, -0.45], [-0.17, 0.01, -0.10], [0.04, 0.02, 0.07], [-0.05, -0.07, -0.17], [-0.09, 0.12, 0.02], [0.17, -0.20, 0.00], [-0.04, 0.04, 0.08], [-0.21, 0.56, 0.27], [0.04, -0.22, -0.22], [0.05, 0.00, 0.20], [0.25, -1.22, 0.22], [-0.22, 0.80, 0.07], [0.06, -0.49, 0.09], [-0.14, 0.55, 0.03], [0.07, -0.02, -0.17], [0.05, -0.24, 0.01], [-0.10, 0.29, 0.05], [0.04, -0.07, -0.08], [0.21, -0.35, -0.21], [0.03, 0.05, -0.21], [0.06, -0.11, -0.05], [-0.02, 0.02, 0.01], [0.02, 0.02, 0.02], [0.07, 0.01, -0.08], [0.02, -0.04, -0.12], [-0.07, 0.01, 0.06], [0.01, -0.15, -0.06], [-0.05, 0.17, 0.08], [0.00, 0.07, 0.06], [-0.04, -0.03, -0.10], [-0.07, 0.22, 0.22], [0.02, 0.01, 0.04], [-0.06, 0.08, 0.00], [-0.06, 0.01, -0.07], [0.04, -0.09, -0.04], [-0.02, 0.00, 0.03], [-0.01, 0.00, -0.04], [0.03, 0.04, 0.01], [-0.02, 0.07, 0.01], [0.05, -0.08, -0.08], [0.03, -0.02, -0.08], [-0.01, 0.08, -0.03], [-0.06, 0.13, 0.03]], "de_lowest_kcal_mol": 25.2, "e_lumo_ha": 0.00622, "total_energy_ev": -48157.9617, "max_force_ev_per_a": 1.26, "smiles": "COCCn1c(SCC(=O)Nc2ccccc2OC)nc2c([nH]c3ccccc32)c1=O"}